No. 1
{"formula": "C17H33N3O3S", "method": "ωB97M-V/def2-TZVPD", "e_homo_ev": -8.413, "e_tot_ha": -1455.50831, "charge": 0, "smiles": "CNCc1ccc2nsnc2c1.CC(C)O.CC(C)O.CC(C)O", "lumo_energy_ev": -1.190, "species": ["C", "N", "C", "C", "C", "C", "C", "N", "S", "N", "C", "C", "H", "H", "H", "H", "H", "H", "H", "H", "H", "C", "C", "C", "O", "H", "H", "H", "H", "H", "H", "H", "H", "C", "C", "C", "O", "H", "H", "H", "H", "H", "H", "H", "H", "C", "C", "C", "O", "H", "H", "H", "H", "H", "H", "H", "H"], "xyz": [[2.7782, 2.8262, -0.3472], [1.3151, 3.2081, -0.4261], [0.5861, 2.0265, 0.1136], [-1.0027, 2.1807, 0.1719], [-1.7996, 3.4408, 0.6589], [-3.3716, 3.4353, 0.7091], [-4.1883, 2.1638, 0.2821], [-5.6176, 1.9129, 0.2674], [-5.8083, 0.3129, -0.3598], [-4.2085, -0.2782, -0.6692], [-3.4144, 0.8725, -0.2477], [-1.8393, 0.9279, -0.2692], [3.0155, 2.2173, 0.6144], [3.0406, 2.1112, -1.2226], [3.4746, 3.7360, -0.3524], [1.1542, 4.0627, 0.1274], [0.9732, 1.7098, 1.1611], [0.7995, 1.1523, -0.6196], [-1.2393, 4.3845, 0.9866], [-3.9359, 4.3702, 1.0859], [-1.2628, -0.0183, -0.6309], [-2.2914, -4.8648, -0.5496], [-1.9503, -3.9631, -1.7250], [-1.0465, -2.8338, -1.3042], [-3.1458, -3.4237, -2.2725], [-2.8175, -4.3059, 0.2317], [-2.9590, -5.6712, -0.8655], [-1.3900, -5.3062, -0.1163], [-1.4678, -4.5512, -2.5099], [-1.5327, -2.2054, -0.5506], [-0.8199, -2.1861, -2.1564], [-0.1071, -3.2107, -0.8915], [-3.5724, -2.9014, -1.5781], [0.6196, 3.8632, 4.7111], [1.5195, 4.3521, 3.5874], [2.3563, 5.5434, 4.0262], [0.7184, 4.7227, 2.4659], [-0.0796, 4.6468, 5.0207], [0.0159, 3.0144, 4.3779], [1.2060, 3.5554, 5.5807], [2.1771, 3.5404, 3.2634], [1.7174, 6.3853, 4.3122], [2.9894, 5.8913, 3.2053], [2.9947, 5.2858, 4.8753], [0.1324, 5.4410, 2.7423], [1.7374, -4.0354, -3.8311], [2.0135, -4.6036, -2.4481], [3.3790, -5.2699, -2.3849], [1.0041, -5.5580, -2.1187], [1.7405, -4.8278, -4.5867], [0.7481, -3.5703, -3.8648], [2.4851, -3.2872, -4.1072], [1.9605, -3.8032, -1.7047], [3.4390, -6.1050, -3.0903], [3.5585, -5.6838, -1.3888], [4.1763, -4.5589, -2.6171], [1.0430, -6.2703, -2.7716]], "forces_ev_per_angstrom": [[0.425, -0.412, 0.011], [1.082, -0.995, 0.769], [-1.101, -0.337, -0.129], [-3.976, -1.994, -0.652], [-3.352, -2.186, -0.702], [2.831, -1.561, -0.533], [0.063, -1.893, -0.719], [4.356, -1.670, -1.019], [2.517, 1.691, 0.568], [-0.109, 5.718, 2.362], [0.978, 0.468, 0.190], [0.299, 2.504, 0.876], [-0.357, 1.016, -1.298], [-0.427, 1.358, 1.326], [-1.161, -1.273, -0.200], [0.061, -0.843, -0.042], [-0.631, 0.487, -1.448], [-0.369, 1.364, 1.331], [-1.016, -1.686, -0.582], [1.083, -1.816, -0.754], [-1.202, 1.982, 0.691], [0.016, -0.345, 0.029], [-0.311, -0.024, 0.430], [0.527, 0.372, -0.039], [-0.241, -0.009, -0.239], [0.110, 0.088, -0.034], [0.108, 0.053, -0.028], [-0.063, 0.027, -0.024], [-0.152, 0.092, 0.005], [-0.033, -0.171, 0.066], [0.012, -0.081, 0.010], [-0.074, 0.036, 0.015], [0.067, 0.015, -0.184], [-0.091, -0.316, 0.005], [-0.235, 0.445, 0.506], [0.287, 0.048, -0.136], [-0.026, -0.065, -0.385], [0.143, 0.054, 0.015], [0.112, 0.036, 0.018], [-0.069, 0.041, -0.042], [-0.149, 0.081, -0.189], [-0.038, -0.123, 0.088], [-0.015, -0.096, 0.077], [-0.055, 0.055, -0.048], [0.165, -0.133, 0.032], [-0.169, 0.275, -0.030], [0.188, -0.443, -0.590], [0.178, 0.009, 0.269], [-0.151, 0.066, 0.252], [0.133, -0.003, 0.075], [0.108, 0.013, 0.054], [-0.055, -0.060, -0.027], [-0.146, -0.180, 0.025], [-0.037, 0.130, -0.079], [-0.022, 0.107, -0.061], [-0.030, -0.080, -0.007], [0.019, 0.165, 0.123]]}

No. 2
{"formula": "C17H33N4O6P2V", "method": "ωB97M-V/def2-TZVPD", "e_homo_ev": [-9.830, -10.462], "e_tot_ha": -2964.81353, "charge": 1, "lumo_energy_ev": [-1.837, -2.083], "s2": 3.76, "spin_multiplicity": 4, "species": ["V", "C", "O", "C", "C", "C", "C", "C", "C", "O", "C", "O", "C", "H", "H", "H", "H", "H", "H", "H", "H", "H", "C", "N", "C", "P", "O", "O", "P", "O", "N", "C", "C", "N", "C", "C", "N", "C", "C", "H", "H", "H", "H", "H", "H", "H", "H", "H", "H", "H", "H", "H", "H", "H", "H", "H", "H", "H", "H", "H", "H", "H", "H"], "xyz": [[-0.3136, 0.0027, 0.9591], [-7.7045, 1.3820, 2.7956], [-6.5125, 1.6222, 2.0563], [-5.4797, 0.7772, 2.2126], [-5.5081, -0.3303, 3.0887], [-4.3973, -1.1204, 3.1654], [-3.2184, -0.8774, 2.4225], [-2.1070, -1.7674, 2.5785], [-2.2142, -2.9868, 3.4556], [-0.9899, -1.6018, 2.0242], [-3.2025, 0.2561, 1.5435], [-2.1734, 0.6068, 0.8156], [-4.3552, 1.0454, 1.4614], [-8.3930, 2.1705, 2.5096], [-7.5204, 1.4352, 3.8697], [-8.1353, 0.4123, 2.5403], [-6.3781, -0.5589, 3.6836], [-4.4275, -1.9671, 3.8368], [-3.0829, -3.5933, 3.2045], [-2.3052, -2.6901, 4.5020], [-1.3104, -3.5770, 3.3353], [-4.3503, 1.8955, 0.7930], [3.2893, -1.2127, 0.9131], [3.6163, 0.2023, 0.7075], [4.3431, 0.7808, 1.8480], [2.5163, 1.1626, -0.0325], [1.2297, 1.4294, 0.6968], [2.2011, 0.3850, -1.4146], [1.0985, -0.7050, -1.8726], [0.2311, -1.0929, -0.7170], [0.1846, -0.0785, -3.0555], [0.7723, 0.1943, -4.3641], [-0.9904, 0.7367, -2.7320], [2.0209, -1.9205, -2.4284], [1.3168, -3.1294, -2.8672], [3.3987, -1.8075, -2.8978], [3.2802, 2.5298, -0.4270], [4.5328, 2.4904, -1.1801], [2.5397, 3.7901, -0.5282], [4.2062, -1.7423, 1.1693], [2.8836, -1.6597, 0.0095], [2.5767, -1.3548, 1.7330], [5.2555, 0.2052, 1.9982], [3.7482, 0.7422, 2.7646], [4.6101, 1.8142, 1.6430], [1.5931, -0.4925, -4.5643], [1.1464, 1.2203, -4.4308], [0.0142, 0.0496, -5.1334], [-1.4236, 0.4279, -1.7830], [-1.7355, 0.5951, -3.5143], [-0.7312, 1.7984, -2.6851], [0.3366, -3.1834, -2.3977], [1.8919, -4.0035, -2.5620], [1.1968, -3.1436, -3.9535], [3.8571, -0.8965, -2.5267], [3.4492, -1.8138, -3.9901], [3.9700, -2.6604, -2.5276], [5.0568, 1.5559, -0.9934], [5.1679, 3.3154, -0.8573], [4.3492, 2.5910, -2.2530], [1.6505, 3.7510, 0.0939], [2.2501, 3.9930, -1.5624], [3.1786, 4.6011, -0.1794]], "forces_ev_per_angstrom": [[-0.560, -0.086, 0.032], [-0.004, 0.002, -0.011], [-0.002, -0.018, 0.002], [-0.041, -0.052, 0.039], [0.002, 0.031, -0.042], [0.005, -0.034, 0.007], [-0.038, -0.008, 0.004], [0.088, -0.053, -0.041], [0.010, -0.014, -0.007], [-0.057, 0.323, -0.004], [0.019, 0.060, -0.018], [0.331, -0.144, 0.215], [0.025, 0.051, -0.086], [-0.004, 0.001, -0.006], [0.012, 0.001, 0.005], [-0.004, 0.006, 0.001], [0.006, 0.003, 0.003], [0.005, 0.005, -0.005], [0.005, 0.003, -0.012], [-0.009, -0.002, -0.003], [-0.002, -0.003, 0.003], [-0.001, 0.007, 0.021], [0.061, 0.014, -0.011], [0.005, 0.006, 0.053], [-0.012, -0.028, -0.011], [-0.066, 0.052, -0.068], [0.084, -0.371, -0.224], [0.081, -0.075, -0.013], [-0.226, -0.135, 0.274], [0.314, 0.240, 0.119], [0.042, 0.056, -0.114], [-0.020, 0.000, 0.000], [0.015, -0.004, -0.020], [0.067, 0.056, -0.134], [0.019, 0.027, 0.018], [-0.033, -0.063, 0.046], [-0.066, 0.091, 0.010], [-0.010, 0.017, 0.014], [0.026, 0.000, 0.011], [0.006, 0.004, -0.008], [-0.021, -0.006, -0.015], [-0.013, 0.001, 0.006], [0.009, 0.008, 0.003], [0.005, 0.000, 0.008], [-0.006, -0.010, 0.006], [-0.008, 0.012, 0.004], [-0.004, -0.007, -0.004], [-0.005, 0.009, -0.002], [0.003, 0.006, -0.025], [-0.014, 0.005, 0.000], [-0.016, 0.006, 0.007], [-0.004, -0.003, -0.009], [-0.006, -0.011, -0.004], [-0.002, -0.008, 0.000], [0.011, 0.023, 0.000], [-0.012, 0.007, -0.003], [0.007, 0.006, -0.002], [-0.002, -0.007, -0.008], [0.005, -0.001, 0.001], [0.001, 0.000, -0.002], [-0.001, 0.002, -0.005], [0.001, 0.002, -0.001], [-0.004, 0.004, 0.002]]}

No. 3
{"formula": "C17H34AsBeNO2S3Sb", "method": "ωB97M-V/def2-TZVPD", "e_homo_ev": -10.740, "e_tot_ha": -4558.53752, "charge": 1, "lumo_energy_ev": -2.941, "species": ["Be", "O", "C", "C", "C", "C", "C", "C", "N", "H", "H", "H", "H", "H", "H", "H", "C", "C", "Sb", "C", "C", "C", "C", "H", "H", "H", "H", "H", "H", "H", "H", "H", "H", "H", "H", "H", "H", "H", "C", "O", "C", "S", "S", "H", "H", "H", "C", "As", "C", "C", "S", "H", "H", "H", "H", "H", "H", "H", "H", "H"], "xyz": [[-0.1894, -0.9525, 1.2214], [-0.9813, 0.4911, 0.7100], [-2.3263, 0.1776, 0.2563], [-2.7098, -1.1259, 0.9050], [-3.9498, -1.7259, 0.9559], [-4.0882, -3.0151, 1.4772], [-2.9875, -3.6606, 2.0798], [-1.7790, -3.0030, 2.0644], [-1.6867, -1.7828, 1.4940], [-0.6356, 1.2086, 0.1899], [-2.3459, 0.0102, -0.8325], [-3.0304, 0.9894, 0.5919], [-4.8706, -1.2880, 0.5515], [-5.0242, -3.4900, 1.4751], [-3.0896, -4.6320, 2.5312], [-0.8623, -3.3188, 2.5402], [0.5946, 5.5668, -3.1365], [-0.5365, 4.7813, -2.4261], [0.0368, 2.9338, -1.4332], [-0.0729, 1.6223, -3.1365], [0.5584, 2.1690, -4.4591], [2.2381, 3.1492, -1.3707], [2.9875, 1.8158, -1.0697], [0.1558, 6.3987, -3.6547], [1.0906, 4.9720, -3.8954], [1.3204, 6.0085, -2.4591], [-1.3818, 4.4214, -3.0417], [-0.9487, 5.3607, -1.6054], [-1.1282, 1.3501, -3.4073], [0.4537, 0.6853, -2.9718], [-0.2688, 2.8138, -4.9218], [0.6615, 1.3359, -5.1340], [1.4923, 2.7027, -4.3202], [2.6301, 3.8317, -0.7090], [2.5762, 3.5312, -2.3272], [2.7375, 1.3639, -0.1119], [4.0459, 2.0418, -1.0369], [2.7935, 1.0640, -1.8384], [-0.0707, -6.0568, -1.0951], [-0.5390, -4.9306, -1.8716], [-0.2723, -3.6878, -1.4271], [-1.1453, -2.3827, -1.9710], [1.0139, -3.5898, -0.1502], [-0.2990, -6.9377, -1.7539], [-0.6956, -6.1811, -0.2537], [0.9754, -5.9407, -0.8746], [0.2806, 0.9534, 4.2246], [0.8998, -0.5081, 3.1112], [2.6863, 0.1344, 2.7631], [1.1546, -2.0008, 4.3830], [1.3707, -1.6123, -0.0099], [1.1306, 1.4039, 4.6717], [-0.3753, 0.5785, 5.0021], [-0.3206, 1.7255, 3.7403], [3.1238, 0.6979, 3.6053], [2.5141, 0.9979, 2.0591], [3.2980, -0.6266, 2.3129], [2.0003, -1.7209, 4.9843], [1.5047, -2.8634, 3.7995], [0.2856, -2.2540, 5.0053]], "forces_ev_per_angstrom": [[-0.063, 0.057, -0.422], [-1.343, -2.051, 0.919], [-0.695, 0.368, 0.472], [0.633, -1.114, 1.013], [-1.322, -0.460, -0.515], [2.129, 0.675, 0.614], [-0.530, 0.388, -0.551], [-0.479, 1.193, -0.217], [0.957, 0.440, -0.615], [0.726, 1.352, -0.934], [0.074, 0.387, 0.290], [0.714, -0.696, -0.565], [0.651, 0.178, 0.029], [-1.121, -0.482, -0.055], [-0.002, -0.137, 0.048], [-0.080, -0.432, -0.058], [-0.848, -0.548, 0.027], [0.389, -0.450, 0.425], [1.029, 0.082, -0.185], [0.124, -0.153, -1.433], [-2.519, 0.843, 0.245], [-0.596, -2.348, -1.300], [-0.647, 0.411, -0.541], [-0.316, 0.504, -0.341], [0.207, -0.127, 0.040], [0.071, -0.327, 0.235], [0.515, 0.560, -0.095], [-0.185, 0.247, -0.087], [0.767, 0.256, 0.672], [-0.134, -0.178, 0.743], [1.608, -0.374, 0.387], [0.383, -0.240, -0.329], [0.025, 0.050, -0.136], [0.127, 1.886, 1.904], [-0.153, -0.120, -0.444], [-0.221, 0.095, 0.118], [0.321, -0.154, -0.107], [0.137, 0.019, 0.054], [-0.490, -0.777, -2.301], [0.203, 1.044, 0.620], [-0.592, 0.026, 0.085], [0.650, -0.996, 0.156], [-0.690, -0.285, -0.654], [0.671, 0.835, 0.572], [-0.459, 0.134, 1.281], [0.366, -0.317, 0.134], [-1.092, -0.172, 0.028], [-0.138, 0.006, 0.814], [-0.529, 1.962, -0.340], [0.155, 0.058, -0.735], [-0.128, 0.481, 0.284], [0.721, 0.463, 0.521], [0.041, -0.251, 0.262], [0.302, -0.182, -0.465], [-0.031, -0.965, 0.052], [0.229, -1.075, 0.131], [0.385, -0.063, -0.084], [0.211, 0.159, 0.587], [-0.358, 0.100, 0.106], [0.240, 0.215, -0.363]]}

No. 4
{"formula": "C17H34B2Cl5NO6", "method": "ωB97M-V/def2-TZVPD", "e_homo_ev": -9.030, "e_tot_ha": -3525.11211, "charge": 0, "smiles": "CCB(O)[C@H](C[C@H](C)Cl)OC[C@@](N)(CCCCCOC(C)=O)CB(O)O.ClC(Cl)(Cl)Cl", "lumo_energy_ev": 0.106, "species": ["C", "C", "B", "O", "C", "C", "C", "C", "Cl", "O", "C", "C", "N", "C", "C", "C", "C", "C", "O", "C", "C", "O", "C", "B", "O", "O", "H", "H", "H", "H", "H", "H", "H", "H", "H", "H", "H", "H", "H", "H", "H", "H", "H", "H", "H", "H", "H", "H", "H", "H", "H", "H", "H", "H", "H", "H", "H", "H", "H", "H", "C", "Cl", "Cl", "Cl", "Cl"], "xyz": [[5.3918, 0.9933, 1.7707], [4.1691, 1.1667, 0.8209], [2.9472, 0.2768, 1.3469], [2.7055, 0.1440, 2.6933], [1.9931, -0.4133, 0.2431], [2.7694, -1.2019, -0.8268], [3.9591, -1.9811, -0.3132], [4.5244, -2.8705, -1.4350], [3.4994, -3.1022, 1.0251], [1.3232, 0.6834, -0.3941], [0.0388, 0.3618, -0.9172], [-0.8826, 1.5472, -0.7850], [-0.3156, 2.6052, -1.6113], [-2.2649, 1.2313, -1.4118], [-2.9969, 0.0484, -0.7585], [-4.5436, 0.2675, -0.8907], [-5.2541, 0.4890, 0.4646], [-6.4643, -0.4401, 0.6021], [-7.5936, 0.2437, 0.0086], [-8.7310, -0.5302, 0.0378], [-9.4445, -0.5657, 1.3628], [-9.0891, -1.0796, -0.9129], [-1.1280, 1.9203, 0.7163], [-0.1117, 2.9459, 1.3553], [0.4632, 2.6119, 2.5854], [0.2334, 4.1723, 0.8314], [5.8090, 0.0062, 1.6018], [5.0817, 1.1168, 2.8010], [6.1242, 1.7554, 1.5222], [3.8242, 2.2089, 0.8174], [4.4360, 0.9265, -0.2054], [2.7738, 1.0233, 3.0969], [1.3003, -1.0762, 0.7697], [2.0952, -1.8699, -1.3668], [3.1352, -0.4778, -1.5566], [4.7784, -1.3396, -0.0116], [3.8845, -3.7363, -1.5615], [5.5189, -3.1756, -1.1184], [4.6579, -2.3085, -2.3583], [0.1354, 0.1703, -1.9936], [-0.3971, -0.5427, -0.4894], [-0.7963, 3.4857, -1.4760], [0.6685, 2.7548, -1.4257], [-2.0661, 1.0069, -2.4601], [-2.8283, 2.1616, -1.3552], [-2.7449, -0.8578, -1.2987], [-2.8044, -0.0424, 0.3065], [-5.0014, -0.5639, -1.4218], [-4.7187, 1.1535, -1.4924], [-5.6804, 1.4873, 0.5072], [-4.6159, 0.3164, 1.3301], [-6.6976, -0.6542, 1.6462], [-6.3215, -1.3504, 0.0198], [-8.8793, -1.1764, 2.0654], [-9.5686, 0.4279, 1.7805], [-10.4140, -1.0286, 1.2183], [-2.1719, 2.2006, 0.8677], [-1.0075, 0.9973, 1.2913], [1.0288, 1.8327, 2.5020], [1.2011, 4.1871, 0.7920], [9.0141, -3.7093, -1.7911], [10.1830, -4.6241, -0.8338], [7.9652, -4.8278, -2.6705], [8.0300, -2.7060, -0.7169], [9.8704, -2.6755, -2.9401]], "forces_ev_per_angstrom": [[-0.682, 0.618, -1.063], [-0.348, -0.255, 1.108], [0.546, 0.071, -1.275], [-1.051, 0.756, -0.380], [0.873, -0.356, 0.338], [-0.403, 0.219, 0.533], [0.005, -0.877, -1.490], [0.387, 0.347, 0.727], [0.097, 0.437, 0.199], [-0.468, -0.148, 0.827], [0.009, -0.042, -0.879], [-0.956, 0.627, 0.116], [0.088, 0.091, -0.374], [1.255, -0.629, 0.387], [-1.449, 0.938, -0.675], [0.561, 0.149, 0.502], [-0.785, -0.837, -0.464], [-0.134, 0.726, -0.207], [0.263, -0.051, 0.304], [1.037, 1.778, 2.808], [-0.112, -0.130, 0.013], [-1.367, -1.904, -3.265], [0.713, -0.376, -0.246], [-0.249, -0.202, 0.523], [0.971, 0.079, -0.424], [0.090, -0.460, -0.571], [0.233, -0.125, 0.297], [0.178, -0.122, 0.223], [0.332, -0.076, 0.158], [0.138, 0.080, -0.018], [-0.042, 0.053, -0.112], [0.728, -0.465, 0.473], [-0.310, 0.069, -0.198], [0.004, -0.120, 0.002], [0.110, 0.053, -0.023], [-0.139, 0.187, 0.636], [-0.027, -0.074, -0.290], [-0.130, -0.418, -0.147], [-0.234, 0.037, -0.094], [0.084, -0.050, -0.022], [0.170, 0.054, 0.449], [0.069, -0.012, 0.098], [-0.098, 0.003, 0.140], [-0.268, 0.116, -0.149], [-0.204, -0.029, -0.003], [0.270, -0.263, 0.259], [0.451, -0.175, -0.025], [-0.082, -0.078, 0.022], [-0.021, -0.007, -0.276], [0.232, 0.232, 0.268], [0.246, 0.129, -0.090], [0.081, -0.133, 0.054], [0.128, -0.271, 0.292], [0.054, 0.049, 0.092], [0.112, 0.122, 0.030], [-0.087, -0.045, 0.007], [-0.024, 0.309, -0.051], [-0.121, 0.029, 0.168], [-0.678, -0.259, 0.283], [-0.205, 0.583, 0.418], [0.027, -0.029, -0.029], [-0.042, 0.031, -0.025], [0.013, 0.033, 0.023], [0.193, 0.042, 0.054], [-0.030, -0.024, 0.033]]}